This record from OMol25 describes a cluster of 4 separate species, C23H51NO13P2 in total at a distorted geometry. The level of theory is ωB97M-V/def2-TZVPD.

Last column: Löwdin charge in e.
Geometry (Å):
C  2.586  -2.172  1.003  -0.1560
C  2.103  -2.499  -0.530  -0.2622
C  2.867  -1.629  -1.696  -0.2309
C  2.871  -0.022  -1.375  -0.2423
C  2.844  0.951  -2.696  -0.2086
C  3.164  2.526  -2.262  -0.2071
C  2.574  2.940  -0.790  -0.2262
C  0.951  2.767  -0.628  -0.2771
C  0.068  4.037  -1.171  -0.3906
P  -1.754  3.371  -1.350  0.7633
O  -2.104  2.240  -0.045  -0.4840
C  -2.139  0.850  -0.546  -0.2766
C  -3.422  -0.023  0.026  -0.2052
N  -4.605  -0.078  -0.923  -0.1182
C  -5.721  -0.868  -0.280  -0.1911
C  -7.119  -0.936  -1.126  -0.3620
C  -7.002  -0.604  -2.723  -0.0803
O  -8.181  -0.064  -0.575  -0.1258
P  -2.991  5.145  -1.078  0.6776
O  -2.933  5.620  0.597  -0.3851
O  -4.589  4.693  -1.602  -0.4231
H  3.497  -2.800  1.384  0.0767
H  1.669  -2.462  1.707  0.0777
H  2.818  -1.046  1.223  0.0636
H  2.339  -3.650  -0.720  0.1136
H  0.947  -2.314  -0.625  0.1052
H  2.216  -1.768  -2.686  0.1130
H  3.944  -2.059  -1.974  0.1211
H  1.966  0.168  -0.620  0.1041
H  3.856  0.224  -0.764  0.1214
H  3.704  0.652  -3.445  0.1152
H  1.819  0.890  -3.304  0.1187
H  4.342  2.647  -2.200  0.1105
H  2.737  3.240  -3.092  0.1125
H  3.067  2.363  0.117  0.1092
H  2.830  4.093  -0.624  0.1151
H  0.613  1.826  -1.269  0.0885
H  0.658  2.547  0.483  0.1169
H  0.444  4.351  -2.241  0.0899
H  0.082  4.975  -0.461  0.0836
H  -2.031  0.769  -1.728  0.1114
H  -1.162  0.317  -0.115  0.1149
H  -3.026  -1.144  0.134  0.1322
H  -3.781  0.312  1.091  0.1240
H  -4.970  0.894  -1.029  0.1194
H  -5.397  -1.965  0.053  0.1350
H  -5.977  -0.308  0.743  0.1228
H  -7.528  -2.053  -1.037  0.1380
H  -7.550  -1.488  -3.309  0.0861
H  -7.652  0.355  -2.927  0.0894
H  -5.917  -0.562  -3.156  0.0777
H  -8.176  -0.142  0.425  0.0990
H  -2.597  4.886  1.190  0.0567
H  -4.493  4.563  -2.611  0.0651
C  -3.682  -5.143  4.073  -0.0515
O  -4.798  -5.934  3.670  -0.0091
C  -5.680  -5.288  2.866  -0.5595
O  -5.588  -4.132  2.484  0.0977
O  -6.683  -6.150  2.562  -0.0092
C  -7.691  -5.602  1.716  -0.0518
H  -3.044  -5.759  4.712  0.0953
H  -3.098  -4.828  3.202  0.0979
H  -4.014  -4.275  4.652  0.0985
H  -7.267  -5.306  0.751  0.0964
H  -8.183  -4.753  2.201  0.0982
H  -8.441  -6.378  1.538  0.0949
C  8.047  3.275  -6.473  -0.0526
O  7.020  3.419  -5.494  -0.0120
C  7.265  4.376  -4.564  -0.5593
O  8.256  5.087  -4.511  0.1097
O  6.217  4.404  -3.703  -0.0235
C  6.338  5.372  -2.663  -0.0505
H  7.747  2.484  -7.165  0.0940
H  8.170  4.202  -7.043  0.0990
H  8.991  2.981  -6.003  0.0988
H  6.392  6.383  -3.080  0.1002
H  7.213  5.161  -2.040  0.1007
H  5.445  5.307  -2.035  0.0854
C  4.772  -4.373  6.591  -0.0528
O  4.635  -3.020  6.160  -0.0111
C  3.352  -2.626  5.960  -0.5599
O  2.357  -3.316  6.116  0.1063
O  3.368  -1.331  5.556  -0.0113
C  2.077  -0.778  5.306  -0.0512
H  5.838  -4.580  6.719  0.0941
H  4.274  -4.524  7.554  0.0987
H  4.377  -5.061  5.836  0.0984
H  1.471  -0.785  6.217  0.0989
H  1.574  -1.322  4.500  0.0909
H  2.210  0.260  4.989  0.0945

largest force on an atom	2.66	eV Å⁻¹
2S+1	1
SMILES	CCCCCCCCCP(OCCNC[C@H](C)O)#P(O)O.COC(=O)OC.COC(=O)OC.COC(=O)OC
HOMO energy	-8.410	eV
electronic energy	-2622.31414	hartree

This record from OMol25 describes a structure of composition C34H39N2O4Sc at a distorted geometry. The level of theory is ωB97M-V/def2-TZVPD.

Last column: Löwdin charge in e.
Geometry (Å):
O  -0.043  -0.595  -3.459  -0.2219
C  -0.367  0.677  -4.249  -0.0660
C  -0.433  -0.021  -5.588  -0.0614
H  0.480  1.353  -4.114  0.0881
H  -1.315  1.122  -3.920  0.1136
C  -0.053  -1.288  -4.809  -0.4876
H  0.340  0.298  -6.293  0.1225
H  -1.434  -0.028  -6.035  0.1283
C  1.344  -1.756  -5.183  -0.0108
H  2.090  -0.991  -4.911  0.1064
H  1.395  -1.928  -6.268  0.1024
H  1.594  -2.700  -4.690  0.0682
C  -1.128  -2.349  -4.829  -0.0019
H  -2.109  -1.876  -4.695  0.0891
H  -0.979  -3.076  -4.022  0.0662
H  -1.109  -2.885  -5.789  0.1080
Sc  -0.056  -0.887  -1.507  1.0108
C  -2.239  -1.201  -0.352  -0.2026
C  -2.326  0.215  -0.149  -0.1406
C  -2.575  0.824  -1.404  -0.1271
H  -2.339  0.723  0.816  0.1042
C  -2.689  -0.199  -2.384  -0.1829
C  -2.464  -1.462  -1.747  -0.2169
H  -2.618  -2.444  -2.197  0.0988
H  -2.159  -1.949  0.437  0.1112
H  -2.732  1.893  -1.573  0.1022
H  -3.015  -0.056  -3.413  0.0946
C  0.738  -2.667  -0.083  -0.1777
C  0.029  -3.361  -1.109  -0.1546
C  0.792  -3.258  -2.302  -0.1706
H  -0.879  -3.950  -0.971  0.1186
C  1.925  -2.428  -2.042  -0.1565
C  1.909  -2.075  -0.663  -0.1619
H  2.710  -1.545  -0.148  0.1146
H  0.474  -2.699  0.971  0.1063
H  0.637  -3.846  -3.206  0.0984
H  2.717  -2.185  -2.748  0.1022
O  0.369  4.027  -2.501  -0.1467
C  0.995  3.754  -3.773  -0.2096
C  2.049  4.820  -4.101  -0.1522
H  0.192  3.746  -4.540  0.1224
H  1.453  2.745  -3.726  0.0975
C  2.080  5.740  -2.851  -0.1481
H  1.746  5.374  -4.997  0.1063
H  3.006  4.340  -4.310  0.1049
C  0.864  5.295  -2.014  -0.1870
H  2.002  6.787  -3.151  0.1052
H  3.004  5.584  -2.283  0.1064
H  0.037  6.014  -2.136  0.1148
H  1.081  5.192  -0.940  0.1143
O  0.800  0.764  -0.613  -0.0790
C  0.713  0.603  0.664  -0.5213
N  1.157  1.484  1.595  0.1599
C  0.899  0.987  2.932  -0.2695
C  0.309  -0.402  2.587  -0.4102
O  0.036  -1.304  3.375  0.0704
N  0.147  -0.469  1.224  0.1286
C  2.180  0.850  3.762  -0.1365
C  3.022  -0.248  3.556  -0.0149
C  4.089  -0.484  4.432  -0.0723
C  4.359  0.412  5.472  -0.0930
C  3.611  1.588  5.581  -0.0800
C  2.537  1.819  4.711  -0.0283
C  -0.208  1.770  3.633  -0.1606
C  -0.622  1.370  4.912  -0.0231
C  -1.611  2.092  5.589  -0.0685
C  -2.217  3.196  4.971  -0.0932
C  -1.849  3.551  3.669  -0.0798
C  -0.847  2.831  2.997  -0.0289
H  1.630  2.347  1.335  0.1701
H  2.834  -0.948  2.735  0.1210
H  4.692  -1.383  4.301  0.1034
H  5.148  0.196  6.194  0.1006
H  3.841  2.325  6.351  0.1019
H  1.957  2.742  4.784  0.1200
H  -0.156  0.490  5.364  0.1277
H  -1.886  1.785  6.599  0.1038
H  -2.976  3.771  5.508  0.1002
H  -2.320  4.387  3.149  0.1005
H  -0.550  3.123  1.987  0.1091

relative energy (zero: lowest compared OMol25 entry of this formula, charge and spin)	30.89	kcal per mole
largest force on an atom	4.52	eV Å⁻¹
2S+1	1
HOMO energy	-7.419	eV
electronic energy	-2490.22247	hartree

This record from OMol25 describes a cluster of 11 separate species, C5H33NO10 in total at a distorted geometry. The level of theory is ωB97M-V/def2-TZVPD.

Last column: Löwdin charge in e.
Geometry (Å):
C  0.386  1.246  -2.962  -0.1242
C  0.406  -0.213  -2.569  -0.2067
N  1.574  -0.449  -1.468  -0.2160
C  2.850  -0.425  -2.215  -0.1103
C  1.273  -1.690  -0.727  -0.3012
C  2.260  -2.305  0.212  -0.0847
H  -0.331  2.024  -2.746  0.0648
H  1.257  1.807  -2.436  0.0971
H  0.490  1.214  -4.032  0.0653
H  0.573  -0.900  -3.433  0.1193
H  -0.555  -0.582  -1.983  0.0946
H  3.604  -1.243  -1.928  0.0927
H  3.152  0.558  -1.876  0.0704
H  2.815  -0.719  -3.292  0.0889
H  1.003  -2.496  -1.447  0.1113
H  0.273  -1.481  -0.163  0.1181
H  1.981  -1.809  1.167  0.0890
H  3.244  -2.318  -0.050  0.0265
H  2.125  -3.358  0.260  0.0694
O  -2.171  0.169  -3.784  -0.0901
H  -2.756  0.973  -3.699  0.0771
H  -1.876  0.014  -2.859  -0.0154
O  -3.141  0.421  -0.580  -0.0079
H  -2.506  0.668  0.065  0.0110
H  -3.917  0.283  -0.057  0.0575
O  0.171  0.868  2.779  -0.0739
H  -0.313  0.751  1.993  -0.0048
H  -0.389  1.489  3.422  0.1606
O  -2.537  -2.112  2.165  -0.0755
H  -2.501  -2.858  2.676  0.0156
H  -2.083  -2.456  1.285  0.1119
O  -0.306  -1.714  3.676  -0.0287
H  -1.049  -1.847  3.096  -0.0389
H  -0.039  -0.892  3.393  -0.0733
O  -2.196  -2.008  -0.441  -0.0871
H  -2.555  -1.096  -0.680  0.0143
H  -1.913  -2.257  -1.309  0.0340
O  -3.110  0.413  2.336  -0.0426
H  -2.388  0.846  2.611  -0.0718
H  -3.019  -0.546  2.747  0.0877
O  1.489  3.822  0.753  -0.0745
H  2.141  3.201  0.426  0.0473
H  1.802  3.998  1.708  0.0811
O  -0.111  1.837  0.226  -0.0220
H  0.398  2.688  0.333  0.0168
H  0.573  1.395  -0.100  -0.0706
O  2.065  2.803  3.126  -0.1078
H  2.637  1.967  3.318  0.1156
H  1.220  2.321  3.060  -0.0099

relative energy (zero: lowest compared OMol25 entry of this formula, charge and spin)	89.02	kcal per mole
largest force on an atom	6.65	eV Å⁻¹
2S+1	1
SMILES	CCN(C)CC.O.O.O.O.O.O.O.O.O.O
HOMO energy	-8.917	eV
electronic energy	-1017.30121	hartree